1.
Molecular formula: C35H62ClN5P3RhS2
Method: DFT, ωB97M-V/def2-TZVPD

Last column: Mulliken spin population.
CARTESIAN COORDINATES (ANGSTROEM)
Rh: -0.406 0.551 0.064  1.2435
C: -2.376 2.393 2.318  0.0138
P: -0.799 2.608 1.398  -0.0745
C: 0.524 2.842 2.627  0.1066
N: 0.777 4.118 2.991  0.3503
C: 1.806 4.297 3.877  -0.0006
C: 2.191 5.595 4.238  0.0675
C: 3.219 5.802 5.142  0.0139
C: 3.884 4.715 5.705  0.0564
C: 3.519 3.423 5.359  0.0215
C: 2.487 3.195 4.445  0.0409
N: 2.142 1.900 4.121  0.3037
C: 1.190 1.756 3.197  0.0014
P: 0.775 0.048 2.685  0.0930
C: -0.837 -0.388 3.481  0.0148
C: 1.938 -1.028 3.772  0.0053
C: 1.612 -0.754 5.250  0.0017
C: 3.413 -0.717 3.498  0.0036
C: 1.738 -2.534 3.558  -0.0060
C: -1.064 4.405 0.776  -0.0103
C: 0.269 5.025 0.299  0.0035
C: -1.639 5.230 1.948  -0.0001
C: -2.124 4.566 -0.332  -0.0049
H: -2.324 2.946 3.254  0.0053
H: -2.574 1.349 2.528  -0.0110
H: -3.204 2.779 1.722  0.0011
H: 1.659 6.429 3.796  -0.0015
H: 3.504 6.811 5.412  0.0070
H: 4.685 4.878 6.416  0.0103
H: 4.019 2.565 5.791  -0.0053
H: -1.090 0.334 4.256  0.0178
H: -0.778 -1.382 3.920  -0.0045
H: -1.624 -0.425 2.732  -0.0137
H: 1.675 0.301 5.500  -0.0038
H: 2.347 -1.296 5.854  0.0010
H: 0.629 -1.141 5.521  -0.0013
H: 3.647 0.326 3.697  -0.0074
H: 3.691 -0.966 2.472  0.0002
H: 4.014 -1.346 4.162  0.0007
H: 0.700 -2.855 3.621  0.0002
H: 2.291 -3.044 4.351  0.0003
H: 2.146 -2.885 2.613  0.0043
H: 0.623 5.750 1.027  -0.0027
H: 0.121 5.520 -0.664  0.0002
H: 1.068 4.296 0.176  0.0057
H: -1.062 5.126 2.862  -0.0001
H: -2.687 4.989 2.130  -0.0016
H: -1.600 6.278 1.638  0.0008
H: -1.770 4.293 -1.320  0.0002
H: -2.376 5.629 -0.377  0.0008
H: -3.055 4.035 -0.112  -0.0015
N: -0.310 -2.749 1.267  0.0032
C: 0.599 -2.233 0.781  0.0369
S: 2.074 -1.637 0.165  0.0364
C: 2.629 -3.095 -0.644  0.6270
N: 3.536 -2.901 -1.693  0.1532
C: 4.596 -3.906 -1.717  0.0001
C: 3.954 -5.168 -1.163  0.0003
S: 2.932 -4.593 0.223  0.1122
H: 3.802 -1.951 -1.905  0.0007
H: 5.447 -3.611 -1.094  0.0087
H: 4.941 -4.059 -2.739  0.0003
H: 4.688 -5.879 -0.791  0.0006
H: 3.324 -5.648 -1.911  0.0004
C: -3.604 -2.583 -1.298  0.0033
C: -3.327 -1.556 -2.408  -0.0012
C: -4.174 -1.901 -3.638  -0.0006
C: -3.791 -0.202 -1.846  -0.0143
P: -1.469 -1.507 -2.693  0.0142
N: -0.784 -0.897 -1.360  0.6220
C: -0.783 -3.271 -2.929  0.0336
C: 0.671 -3.139 -3.419  0.0268
C: -1.588 -4.164 -3.883  0.0072
C: -0.706 -4.043 -1.607  0.0632
C: -1.094 -0.598 -4.348  0.0039
C: -1.297 -1.481 -5.591  -0.0028
C: -1.969 0.643 -4.634  -0.0072
C: 0.382 -0.136 -4.304  0.0009
H: -4.613 -2.403 -0.918  -0.0013
H: -2.908 -2.488 -0.463  0.0007
H: -3.576 -3.606 -1.667  0.0007
H: -5.210 -2.014 -3.307  -0.0001
H: -3.882 -2.834 -4.110  0.0007
H: -4.165 -1.120 -4.394  -0.0002
H: -4.842 -0.300 -1.565  0.0014
H: -3.718 0.616 -2.559  0.0016
H: -3.233 0.064 -0.947  0.0087
H: 0.756 -2.804 -4.448  0.0082
H: 1.135 -4.126 -3.358  -0.0126
H: 1.254 -2.471 -2.785  0.0143
H: -1.776 -3.753 -4.867  -0.0006
H: -2.540 -4.459 -3.446  0.0023
H: -1.005 -5.080 -4.017  -0.0011
H: -0.314 -3.450 -0.803  -0.0383
H: -0.032 -4.890 -1.757  -0.0093
H: -1.667 -4.440 -1.294  0.0042
H: -2.333 -1.790 -5.725  0.0000
H: -0.663 -2.359 -5.614  0.0003
H: -1.028 -0.873 -6.459  0.0004
H: -3.035 0.441 -4.603  0.0010
H: -1.736 0.961 -5.653  -0.0009
H: -1.755 1.496 -4.003  0.0073
H: 1.030 -0.833 -4.833  0.0013
H: 0.760 -0.024 -3.289  0.0023
H: 0.474 0.837 -4.789  0.0007
Cl: 0.089 2.563 -2.040  0.0223
C: -1.301 1.655 -1.351  -0.0166
H: -2.056 2.346 -1.012  0.0136
H: -1.699 1.060 -2.144  0.0135

As for the total energy: -109813.705 eV. As for the spin multiplicity: 5. As for the net charge: 0. The largest force on an atom is 0.89 eV/Å. As for the energy relative to the best compared isomer or geometry (same formula, charge and spin): 420.19 kJ/mol. The frontier orbital gap (alpha / beta) comes out at 4.8 / 5.9 eV. As for the expectation value of S²: 6.041.

---

2.
Molecular formula: C35H65AsN3O15P3RbS
Method: DFT, ωB97M-V/def2-TZVPD

Last column: Mulliken charge in e.
CARTESIAN COORDINATES (ANGSTROEM)
Rb: 0.265 -0.010 -0.414  0.8597
C: -2.196 -6.141 -2.064  -1.3195
C: -0.693 -5.955 -2.177  0.3781
C: -0.208 -5.928 -3.615  -0.9365
O: -0.301 -4.806 -1.393  -0.4911
P: -0.151 -3.279 -1.776  -0.5102
O: 0.129 -2.505 -0.555  -0.0070
C: -1.645 -2.756 -2.612  0.3344
P: -1.504 -1.125 -3.367  0.7641
O: -1.039 -0.052 -2.474  -0.5207
O: -0.565 -1.260 -4.630  -0.1185
C: -0.932 -1.985 -5.830  1.0659
C: 0.268 -2.792 -6.270  -1.2735
C: -1.385 -0.982 -6.872  -1.6182
O: -2.890 -0.890 -4.090  -0.5385
C: -4.195 -0.734 -3.442  0.4441
C: -4.954 -2.035 -3.591  -1.6129
C: -4.120 -0.265 -2.002  -0.5793
O: 0.937 -3.210 -2.907  0.5161
C: 2.351 -2.941 -2.562  2.5212
C: 3.174 -4.164 -2.883  -1.7326
C: 2.795 -1.696 -3.292  -1.2336
H: -2.463 -7.155 -2.367  0.4925
H: -2.739 -5.444 -2.708  0.1854
H: -2.524 -5.982 -1.036  0.3210
H: -0.209 -6.786 -1.667  0.4115
H: -0.653 -5.100 -4.174  0.0979
H: -0.505 -6.862 -4.097  0.5117
H: 0.875 -5.828 -3.676  0.1322
H: -2.382 -2.707 -1.792  -0.1684
H: -1.962 -3.458 -3.385  0.4146
H: -1.765 -2.657 -5.595  0.1957
H: 1.070 -2.121 -6.592  0.3736
H: -0.007 -3.435 -7.109  0.4108
H: 0.645 -3.406 -5.452  0.0625
H: -0.572 -0.280 -7.075  0.3373
H: -2.247 -0.419 -6.516  0.2862
H: -1.650 -1.495 -7.801  0.4096
H: -4.687 0.032 -4.039  0.4854
H: -4.563 -2.793 -2.907  0.1737
H: -4.886 -2.406 -4.615  0.3622
H: -6.006 -1.875 -3.348  0.4833
H: -3.727 -1.032 -1.325  0.0200
H: -5.129 -0.019 -1.666  0.6220
H: -3.495 0.622 -1.901  -0.2819
H: 2.398 -2.761 -1.495  -1.3019
H: 3.190 -4.356 -3.960  0.3209
H: 2.785 -5.043 -2.365  0.3692
H: 4.192 -3.992 -2.529  0.3957
H: 2.967 -1.900 -4.355  0.3794
H: 3.721 -1.341 -2.835  0.4211
H: 2.045 -0.907 -3.210  0.1058
O: -3.689 3.626 5.724  -0.7444
C: -3.480 4.227 4.649  0.4920
O: -4.062 5.197 4.126  -0.7370
C: -2.333 3.636 3.807  -0.0211
C: -2.097 4.060 2.503  -0.6903
C: -1.114 3.429 1.750  -0.7273
N: -0.356 2.439 2.215  -0.1995
C: -0.550 2.079 3.488  0.5602
C: -1.521 2.627 4.309  -0.1215
C: 0.399 0.990 4.030  -0.1052
O: -0.087 -0.206 4.340  -0.6175
O: 1.571 1.208 4.204  -0.5340
H: -2.704 4.867 2.113  0.5682
H: -0.930 3.714 0.720  0.7969
H: -1.679 2.285 5.326  0.5316
N: 0.265 -2.271 2.445  0.4198
C: -0.928 -3.102 2.019  -0.7270
P: -2.241 -1.963 1.372  1.1677
O: -1.511 -0.656 1.113  -0.2295
O: -3.035 -2.652 0.308  -1.1575
C: -3.346 -1.644 2.827  -0.9880
N: -3.076 -0.366 3.481  -0.4011
H: 0.007 -1.300 2.247  -0.2902
H: 1.123 -2.479 1.876  0.0029
H: 0.481 -2.308 3.436  0.5377
H: -1.308 -3.697 2.845  0.6508
H: -0.610 -3.754 1.214  -0.0243
H: -3.251 -2.451 3.554  0.4467
H: -4.362 -1.676 2.426  0.3520
H: -3.023 0.373 2.781  -0.0167
H: -1.067 -0.305 4.117  0.3798
H: -3.809 -0.116 4.136  0.2720
C: -1.955 6.242 -2.181  -1.1964
C: -1.125 4.963 -2.120  -0.6904
As: -2.107 3.274 -1.825  0.3723
C: -3.636 3.997 -0.825  -0.3972
C: -4.559 2.897 -0.302  -1.0281
C: -2.992 3.224 -3.588  -0.7358
C: -2.078 2.681 -4.688  -1.1159
H: -1.317 7.104 -2.390  0.3985
H: -2.469 6.436 -1.239  0.2419
H: -2.713 6.199 -2.967  0.2449
H: -0.372 5.034 -1.333  0.4642
H: -0.574 4.815 -3.052  0.4127
H: -4.177 4.698 -1.462  0.5726
H: -3.232 4.565 0.013  0.0276
H: -5.110 2.414 -1.114  0.3219
H: -5.289 3.308 0.399  0.4732
H: -3.997 2.121 0.224  -0.0343
H: -3.336 4.231 -3.830  0.5155
H: -3.884 2.601 -3.477  0.4068
H: -1.227 3.346 -4.858  0.3496
H: -2.610 2.584 -5.639  0.3832
H: -1.673 1.704 -4.425  0.1639
C: 5.070 1.235 5.723  -1.4624
C: 4.787 0.484 4.448  1.0017
C: 4.429 -0.857 4.474  -0.7652
C: 4.034 -1.515 3.317  -0.5258
C: 4.012 -0.826 2.113  -0.1543
C: 4.404 0.507 2.062  -0.5542
C: 4.793 1.148 3.224  -0.6577
S: 3.431 -1.612 0.641  1.3267
O: 2.627 -0.603 -0.053  -0.5232
O: 4.575 -2.073 -0.119  -0.7444
O: 2.621 -2.744 1.129  -0.9136
H: 5.294 0.556 6.547  0.3703
H: 4.189 1.821 6.002  0.2625
H: 5.907 1.927 5.606  0.3666
H: 4.424 -1.388 5.421  0.2794
H: 3.745 -2.558 3.339  0.5336
H: 4.373 1.038 1.118  0.4047
H: 5.068 2.197 3.190  0.3379

As for the total energy: -172740.955 eV. As for the net charge: -1. The largest force on an atom is 2.60 eV/Å. The frontier orbital gap comes out at 7.0 eV.

---

Question: The lowest net charge belongs to which entry?
Answer: C35H65AsN3O15P3RbS

---

Question: Among the records above, which one has the highest net charge?
Answer: C35H62ClN5P3RhS2

---

Question: What is the net charge in the second record?
Answer: -1

---

Question: The lowest largest force on an atom belongs to which entry?
Answer: C35H62ClN5P3RhS2